Arrangement i

Molecular formula: C6H13N
Method: DFT, the ωB97M-V functional and the def2-TZVPD basis

Each line ends with the Löwdin charge.
CARTESIAN COORDINATES (ANGSTROEM)
N (-1.546, 1.525, -0.730)  -0.07
C (-2.287, -0.577, 0.412)  -0.13
C (-1.143, 0.239, -0.081)  -0.52
C (1.272, 0.626, -0.566)  -0.29
C (0.546, -0.467, 1.618)  -0.16
C (0.214, -0.215, 0.150)  -0.35
C (2.321, -0.280, -1.269)  -0.15
H (1.820, 1.250, 0.144)  0.08
H (1.942, -0.630, -2.222)  0.05
H (1.629, -0.433, 1.782)  0.05
H (-2.731, -0.166, 1.344)  0.06
H (0.215, -1.458, 1.934)  0.04
H (-1.960, -1.581, 0.673)  0.06
H (-2.541, 1.715, -0.614)  -0.03
H (0.777, 1.240, -1.312)  0.07
H (-3.140, -0.516, -0.271)  0.05
H (0.134, 0.237, 2.370)  0.06
H (3.284, 0.217, -1.416)  0.04
H (2.479, -1.138, -0.627)  0.04
H (-1.285, 0.411, -1.318)  0.12

The spin multiplicity is 2. As for the LUMO energy (alpha / beta): 0.1618 / 0.1590 Ha. The value obtained for the frontier orbital gap (alpha / beta) is 4.551 / 5.829 eV. Its charge is -1.

Arrangement ii

Molecular formula: C6H13N
Method: DFT, the ωB97M-V functional and the def2-TZVPD basis

Each line ends with the Löwdin charge.
CARTESIAN COORDINATES (ANGSTROEM)
N (-0.689, 0.426, 1.780)  -0.16
C (2.367, -0.305, -1.609)  -0.17
C (-1.486, 1.596, 1.454)  -0.23
C (0.467, -1.116, -0.133)  -0.26
C (-0.701, -0.721, 0.816)  -0.42
C (1.075, 0.010, -0.924)  -0.34
C (-1.918, -0.984, 0.091)  -0.19
H (2.667, 0.257, -2.524)  0.06
H (-1.524, 2.343, 2.409)  0.10
H (-2.922, -1.419, 0.309)  -0.04
H (1.281, -1.447, 0.499)  0.09
H (2.291, -1.332, -1.906)  0.05
H (-2.440, 1.366, 0.979)  0.03
H (0.245, -1.756, -0.921)  0.06
H (-0.788, 0.245, 2.840)  0.09
H (0.337, 0.299, -1.741)  0.11
H (3.223, -0.116, -0.929)  0.07
H (-1.793, -0.417, -0.924)  0.01
H (-1.017, 2.202, 0.697)  0.03
H (1.326, 0.869, -0.266)  0.10

The spin multiplicity is 2. As for the LUMO energy (alpha / beta): 0.1505 / 0.1504 Ha. The value obtained for the frontier orbital gap (alpha / beta) is 4.598 / 5.316 eV. Its charge is -1.

arrangement i has the most favorable energy; the next structure is 0.0052 hartree above.

Arrangement i

Molecular formula: C20H28N4O4S
Method: DFT, the ωB97M-V functional and the def2-TZVPD basis

Each line ends with the Löwdin charge.
CARTESIAN COORDINATES (ANGSTROEM)
S (5.067, 1.517, -1.176)  0.73
O (-5.862, -0.208, -0.531)  -0.05
O (1.205, 1.472, 1.435)  0.02
O (0.266, -2.358, -0.854)  0.06
O (4.562, -2.783, 1.194)  0.12
N (-0.483, -0.846, 0.688)  0.12
N (2.005, 2.230, -0.535)  0.05
N (5.038, -0.759, 0.229)  -0.01
N (3.182, -0.364, -0.914)  -0.05
C (4.260, -1.856, 0.490)  -0.37
C (1.341, 1.254, -1.360)  -0.13
C (-2.502, -1.545, -0.529)  0.00
C (6.386, -0.586, 0.725)  -0.21
C (-3.839, -1.346, -0.796)  0.01
C (-3.881, 0.543, 0.684)  -0.02
C (2.322, 0.205, -1.918)  -0.13
C (7.415, -1.098, -0.276)  -0.07
C (0.445, -1.638, 0.108)  -0.47
C (2.851, 3.227, 1.470)  0.01
C (-4.548, -0.305, -0.195)  -0.27
C (2.942, -1.614, -0.232)  -0.15
C (-1.837, -0.697, 0.354)  -0.22
C (4.405, 0.118, -0.623)  -0.74
C (-6.649, 0.803, 0.063)  -0.23
C (-2.539, 0.343, 0.951)  -0.02
C (1.806, -1.547, 0.796)  -0.01
C (-8.715, -0.644, 0.052)  -0.10
C (-8.078, 0.646, -0.448)  -0.23
C (1.944, 2.218, 0.812)  -0.53
H (-6.629, 0.705, 1.158)  0.13
H (7.341, -0.545, -1.209)  0.06
H (-0.148, -0.173, 1.371)  0.11
H (1.888, -0.638, 1.391)  0.11
H (2.549, 4.233, 1.190)  0.09
H (-2.027, 1.007, 1.633)  0.12
H (7.251, -2.155, -0.475)  0.08
H (-9.716, -0.758, -0.357)  0.07
H (6.538, 0.480, 0.915)  0.10
H (2.793, 3.123, 2.550)  0.08
H (1.907, -2.413, 1.455)  0.14
H (-6.258, 1.794, -0.210)  0.13
H (-8.055, 0.645, -1.539)  0.11
H (2.709, -2.416, -0.946)  0.17
H (2.738, 2.770, -0.976)  0.09
H (2.967, 0.684, -2.663)  0.10
H (-8.661, 1.508, -0.117)  0.11
H (1.754, -0.601, -2.386)  0.13
H (0.576, 0.779, -0.746)  0.10
H (0.856, 1.753, -2.204)  0.13
H (-4.365, -1.997, -1.476)  0.12
H (-8.114, -1.495, -0.253)  0.07
H (-8.784, -0.640, 1.138)  0.07
H (-1.967, -2.351, -1.001)  0.10
H (-4.392, 1.362, 1.165)  0.10
H (8.414, -0.968, 0.129)  0.08
H (3.877, 3.071, 1.141)  0.06
H (6.451, -1.144, 1.661)  0.12

As for the LUMO energy: 0.0208 Ha. The value obtained for the frontier orbital gap is 8.515 eV. The SMILES is CCCOc1ccc(NC(=O)C[C@@H]2C(=O)N(CC)C(=S)N2CCNC(C)=O)cc1.

Arrangement ii

Molecular formula: C20H28N4O4S
Method: DFT, the ωB97M-V functional and the def2-TZVPD basis

Each line ends with the Löwdin charge.
CARTESIAN COORDINATES (ANGSTROEM)
S (4.559, 1.921, 0.185)  0.72
O (3.345, -4.065, -1.588)  -0.13
O (-7.148, -0.737, -0.799)  -0.09
O (-1.517, -1.006, 2.481)  0.07
O (-0.313, 2.455, -0.425)  0.09
N (2.303, -1.746, -0.223)  -0.18
N (-2.064, 0.627, 0.974)  0.14
N (2.332, 0.714, 1.038)  -0.06
N (1.978, 2.427, -0.319)  -0.01
C (2.268, 3.566, -1.163)  -0.21
C (3.021, -0.368, 1.690)  -0.14
C (2.526, -1.743, 1.212)  -0.16
C (-3.342, 0.252, 0.536)  -0.22
C (0.907, 0.721, 0.804)  -0.16
C (-7.794, 0.000, -1.807)  -0.10
C (2.200, -4.170, -0.770)  -0.19
C (-5.188, 0.715, -0.948)  -0.02
C (-5.310, -1.118, 0.597)  0.00
C (-5.897, -0.356, -0.414)  -0.28
C (1.454, -2.833, -0.693)  -0.16
C (0.732, 1.960, -0.060)  -0.35
C (-3.923, 1.011, -0.473)  -0.02
C (4.219, -3.060, -1.118)  -0.19
C (-1.271, 0.020, 1.880)  -0.47
C (3.512, -1.702, -1.038)  -0.15
C (0.058, 0.758, 2.084)  -0.01
C (2.948, 1.661, 0.308)  -0.76
C (2.606, 3.126, -2.581)  -0.07
C (-4.050, -0.823, 1.070)  0.00
H (-3.377, 1.844, -0.892)  0.11
H (-3.609, -1.419, 1.851)  0.10
H (-5.869, -1.946, 1.003)  0.12
H (4.194, -0.946, -0.651)  0.09
H (0.590, 0.254, 2.890)  0.12
H (3.204, -1.407, -2.046)  0.13
H (4.084, -0.232, 1.476)  0.07
H (-8.765, -0.473, -1.943)  0.09
H (4.613, -3.342, -0.129)  0.12
H (-5.606, 1.327, -1.730)  0.10
H (2.489, -4.498, 0.241)  0.12
H (2.885, -0.301, 2.775)  0.13
H (1.115, -2.563, -1.699)  0.13
H (-0.133, 1.790, 2.386)  0.14
H (1.566, -1.962, 1.688)  0.12
H (-7.240, -0.035, -2.751)  0.09
H (0.583, -2.924, -0.041)  0.12
H (1.775, 2.576, -3.016)  0.08
H (2.810, 3.998, -3.196)  0.08
H (3.251, -2.494, 1.558)  0.12
H (0.642, -0.167, 0.210)  0.16
H (1.571, -4.936, -1.225)  0.13
H (-1.683, 1.440, 0.491)  0.11
H (5.046, -3.020, -1.827)  0.13
H (3.488, 2.490, -2.575)  0.05
H (1.380, 4.201, -1.156)  0.12
H (-7.940, 1.044, -1.511)  0.09
H (3.112, 4.102, -0.721)  0.10

As for the LUMO energy: 0.0185 Ha. The value obtained for the frontier orbital gap is 8.409 eV. The SMILES is CCN1C(=O)[C@H](CC(=O)Nc2ccc(OC)cc2)N(CCN2CCOCC2)C1=S.

arrangement i has the most favorable energy; the next structure is 0.0670 hartree above.

Arrangement i

Molecular formula: C6H12Br6
Method: DFT, the ωB97M-V functional and the def2-TZVPD basis

Each line ends with the Löwdin charge.
CARTESIAN COORDINATES (ANGSTROEM)
Br (2.978, 1.848, 0.458)  0.61
Br (-1.600, -2.587, -1.042)  0.63
Br (-3.444, -0.884, 1.463)  0.61
Br (-0.431, 0.468, 0.596)  0.58
Br (0.344, -0.895, -4.805)  0.65
Br (3.275, -0.368, 4.475)  0.63
C (-0.256, -1.094, -2.985)  -0.76
C (2.634, 0.803, 3.072)  -0.72
C (-0.799, -2.459, -2.795)  -0.72
C (-2.114, 1.418, 0.300)  -0.64
C (-3.354, 0.567, 0.224)  -0.72
C (3.706, 0.983, 2.026)  -0.72
H (-1.534, -2.709, -3.552)  0.05
H (-2.196, 2.134, 1.107)  0.06
H (-0.991, -0.315, -2.807)  0.04
H (4.261, 0.096, 1.735)  0.05
H (1.732, 0.356, 2.673)  0.00
H (-4.188, 1.202, 0.525)  0.05
H (4.485, 1.656, 2.395)  0.05
H (-3.581, 0.221, -0.779)  0.05
H (2.407, 1.746, 3.550)  0.06
H (-1.933, 1.900, -0.653)  0.05
H (0.591, -0.906, -2.332)  0.05
H (0.009, -3.182, -2.850)  0.06

As for the LUMO energy: 0.0158 Ha. The value obtained for the frontier orbital gap is 10.226 eV. The SMILES is BrCCBr.BrCCBr.BrCCBr.

Arrangement ii

Molecular formula: C6H12Br6
Method: DFT, the ωB97M-V functional and the def2-TZVPD basis

Each line ends with the Löwdin charge.
CARTESIAN COORDINATES (ANGSTROEM)
Br (-4.374, 3.224, 1.115)  0.62
Br (1.436, -1.878, -2.100)  0.62
Br (1.532, 2.466, -0.578)  0.66
Br (-1.759, 4.639, -1.209)  0.60
Br (1.792, -0.917, 2.207)  0.67
Br (1.092, -5.385, 1.550)  0.65
C (0.873, -2.618, 1.958)  -0.69
C (2.133, 0.699, -1.114)  -0.72
C (-2.162, 2.821, -0.656)  -0.73
C (-3.650, 2.586, -0.558)  -0.72
C (0.917, -0.091, -1.473)  -0.72
C (1.925, -3.669, 1.716)  -0.75
H (-3.878, 1.524, -0.627)  0.06
H (2.464, -3.493, 0.792)  0.04
H (2.605, -3.723, 2.559)  0.05
H (2.691, 0.226, -0.312)  0.01
H (-1.701, 2.186, -1.407)  0.04
H (-4.208, 3.082, -1.346)  0.05
H (-1.658, 2.681, 0.294)  0.03
H (0.333, -2.802, 2.882)  0.05
H (0.165, -2.488, 1.147)  0.05
H (0.289, -0.295, -0.612)  0.03
H (2.802, 0.864, -1.953)  0.06
H (0.342, 0.361, -2.274)  0.05

As for the LUMO energy: 0.0137 Ha. The value obtained for the frontier orbital gap is 10.555 eV. The SMILES is BrCCBr.BrCCBr.BrCCBr.

arrangement ii has the most favorable energy; the next structure is 0.0135 hartree above.

Arrangement i

Molecular formula: C4H8Cl2Si
Method: DFT, the ωB97M-V functional and the def2-TZVPD basis

Each line ends with the Löwdin charge.
CARTESIAN COORDINATES (ANGSTROEM)
Cl (1.737, -1.932, 0.806)  0.23
Cl (-3.975, 0.383, 0.372)  0.59
Si (0.518, -0.364, -0.084)  0.33
C (1.478, -0.231, -1.664)  -0.26
C (-1.379, -0.208, -0.551)  -0.21
C (0.589, 0.751, 1.464)  -0.23
C (-2.273, 0.005, 0.423)  -0.67
H (0.579, 0.068, 2.325)  0.02
H (1.419, -1.267, -1.982)  0.01
H (-2.041, -0.097, 1.458)  0.03
H (1.480, 1.386, 1.543)  0.04
H (1.410, 0.524, -2.533)  0.07
H (-1.740, -0.099, -1.591)  0.07
H (2.529, -0.155, -1.508)  0.00
H (-0.330, 1.236, 1.521)  -0.03

As for the LUMO energy: 0.0126 Ha. The value obtained for the frontier orbital gap is 10.388 eV. The SMILES is C[Si](C)(Cl)/C=C/Cl.

Arrangement ii

Molecular formula: C4H8Cl2Si
Method: DFT, the ωB97M-V functional and the def2-TZVPD basis

Each line ends with the Löwdin charge.
CARTESIAN COORDINATES (ANGSTROEM)
Cl (-0.282, 1.187, 3.458)  0.29
Cl (3.787, 2.228, 0.878)  0.44
Si (1.556, 0.940, 2.755)  0.22
C (-0.553, -0.535, -1.437)  -0.26
C (-0.938, -1.340, -0.223)  -0.10
C (-0.345, 0.748, -1.341)  -0.02
C (2.138, 2.030, 1.506)  -0.86
H (1.995, -0.275, 3.395)  -0.08
H (-0.104, -1.902, 0.003)  0.04
H (-0.431, 1.025, -0.249)  0.06
H (-1.842, -1.917, -0.333)  0.06
H (-0.049, 1.303, -2.220)  0.06
H (1.330, 2.428, 0.831)  -0.01
H (-1.344, -0.525, 0.525)  0.10
H (-0.502, -0.994, -2.336)  0.06

As for the LUMO energy: -0.0038 Ha. The value obtained for the frontier orbital gap is 8.193 eV. The SMILES is Cl/C=[SiH]/Cl.C=CC.

arrangement i has the most favorable energy; the next structure is 0.1136 hartree above.

Arrangement i

Molecular formula: C4H8N3
Method: DFT, the ωB97M-V functional and the def2-TZVPD basis

Each line ends with the Löwdin charge.
CARTESIAN COORDINATES (ANGSTROEM)
N (2.096, 0.430, -0.113)  0.09
N (-1.540, 0.075, -1.107)  0.07
N (-1.619, 0.159, 1.141)  0.09
C (1.487, -1.824, 0.687)  0.14
C (1.598, -0.658, 0.120)  -0.11
C (-0.889, 0.023, 0.052)  -0.28
C (2.086, 1.544, -0.696)  0.16
H (-1.335, 0.172, 2.102)  0.10
H (-2.636, 0.243, 0.914)  0.12
H (-1.091, 0.026, -2.022)  0.10
H (-2.592, 0.075, -1.187)  0.13
H (3.001, 2.008, -0.787)  0.09
H (0.476, -2.353, 0.554)  0.13
H (1.190, 1.999, -1.063)  0.11
H (2.292, -2.404, 0.935)  0.06

As for the LUMO energy: -0.1899 Ha. The value obtained for the frontier orbital gap is 7.673 eV. Its charge is +1.

Arrangement ii

Molecular formula: C4H8N3
Method: DFT, the ωB97M-V functional and the def2-TZVPD basis

Each line ends with the Löwdin charge.
CARTESIAN COORDINATES (ANGSTROEM)
N (-1.336, 0.560, 0.858)  0.11
N (0.861, -0.591, -0.279)  0.09
N (1.182, 0.459, 1.908)  0.18
C (-0.166, 0.906, 1.180)  -0.11
C (-1.569, 0.051, -0.463)  -0.16
C (1.175, 0.645, 0.450)  -0.22
C (-0.426, -0.724, -1.050)  -0.06
H (1.466, 1.486, -0.236)  0.19
H (-1.940, 0.855, -1.092)  0.14
H (-0.144, -0.345, -2.011)  0.13
H (-2.458, -0.547, -0.350)  0.13
H (1.556, 1.124, 2.553)  0.11
H (-0.543, -1.745, -1.090)  0.12
H (0.755, -1.159, 0.529)  0.16
H (1.587, -0.972, -0.904)  0.20

As for the LUMO energy: -0.1653 Ha. The value obtained for the frontier orbital gap is 9.151 eV. The SMILES is C1C[NH2+][C@@H]2NC2=N1. Its charge is +1.

Arrangement iii

Molecular formula: C4H8N3
Method: DFT, the ωB97M-V functional and the def2-TZVPD basis

Each line ends with the Löwdin charge.
CARTESIAN COORDINATES (ANGSTROEM)
N (0.430, 0.056, 0.159)  -0.15
N (-2.235, 1.683, 1.293)  0.27
N (-1.434, -0.117, -1.376)  0.24
C (0.810, 0.152, 1.513)  -0.02
C (-1.665, 1.013, 0.573)  -0.12
C (1.203, -0.708, -0.726)  -0.02
C (-0.789, 0.292, -0.287)  -0.27
H (-1.184, -0.382, -2.322)  0.15
H (1.399, 1.138, 1.694)  0.15
H (1.005, -1.705, -0.549)  0.09
H (2.346, -0.660, -0.509)  0.16
H (-2.270, 0.375, -1.589)  0.13
H (-0.142, 0.055, 2.178)  0.14
H (1.008, -0.468, -1.791)  0.12
H (1.518, -0.722, 1.741)  0.13

As for the LUMO energy: -0.1889 Ha. The value obtained for the frontier orbital gap is 10.339 eV. The SMILES is CN(C)C(=[NH2+])C#N. Its charge is +1.

arrangement iii has the most favorable energy; the next structure is 0.0780 hartree above.

Arrangement i

Molecular formula: C4H8N3
Method: DFT, the ωB97M-V functional and the def2-TZVPD basis

Each line ends with the Löwdin charge.
CARTESIAN COORDINATES (ANGSTROEM)
N (2.627, 0.225, 0.118)  0.14
N (1.236, 0.083, 0.031)  -0.17
N (-1.072, 0.007, -0.082)  -0.03
C (-0.544, -1.213, -0.223)  -0.04
C (0.360, 1.069, -0.064)  0.23
C (-2.398, 0.506, 0.061)  -0.03
C (0.809, -1.179, -0.093)  -0.04
H (-2.622, 0.799, -0.916)  0.09
H (3.045, 1.120, 0.033)  0.11
H (3.160, -0.234, 0.852)  0.13
H (1.511, -1.924, -0.197)  0.12
H (-2.977, -0.329, 0.209)  0.07
H (-2.523, 1.204, 0.976)  0.15
H (0.369, 2.054, -0.372)  0.11
H (-0.980, -2.191, -0.333)  0.15

As for the LUMO energy: -0.1581 Ha. The value obtained for the frontier orbital gap is 9.286 eV. The SMILES is C[n+]1ccn(N)c1. Its charge is +1.

Arrangement ii

Molecular formula: C4H8N3
Method: DFT, the ωB97M-V functional and the def2-TZVPD basis

Each line ends with the Löwdin charge.
CARTESIAN COORDINATES (ANGSTROEM)
N (-2.161, -0.359, -0.137)  0.16
N (-3.284, -0.308, -0.279)  -0.20
N (1.043, -0.261, 0.294)  0.12
C (1.762, 0.235, -0.775)  -0.11
C (-4.546, -0.209, -0.272)  0.00
C (1.968, -0.123, 1.171)  0.08
C (2.904, 0.496, 0.166)  -0.05
H (0.137, -0.664, 0.508)  0.14
H (-5.047, -0.934, 0.187)  0.03
H (1.273, 1.160, -1.013)  0.15
H (-5.040, 0.446, -0.995)  0.09
H (3.790, 0.001, -0.034)  0.12
H (2.046, -0.598, -1.445)  0.17
H (2.112, -0.384, 2.281)  0.19
H (3.042, 1.504, 0.344)  0.12

As for the LUMO energy: -0.1709 Ha. The value obtained for the frontier orbital gap is 7.104 eV. Its charge is +1.

arrangement i has the most favorable energy; the next structure is 0.0108 hartree above.